[1]
{"formula": "C3H7NO2", "method": "ωB97M-V with the def2-TZVPD basis set", "charge": 0, "homo_energy_ev": -9.853, "smiles": "C/C(CO)=N/O", "e_tot_ev": -8807.57499, "e_lumo_ev": 0.85, "species": ["C", "C", "N", "O", "C", "O", "H", "H", "H", "H", "H", "H", "H"], "positions_angstrom": [[-0.83672, 1.54387, 0.35911], [-0.31488, 0.15679, 0.15556], [-1.21862, -0.73331, 0.04285], [-0.66754, -2.01790, -0.20367], [1.18364, -0.09870, 0.14948], [1.67120, -0.86828, -0.92042], [-1.92362, 1.53394, 0.24848], [-0.57498, 1.90614, 1.35747], [-0.40495, 2.22502, -0.38254], [-1.14858, -2.22018, -1.01620], [1.41237, -0.55606, 1.12558], [1.70943, 0.85923, 0.10512], [1.17408, -1.69865, -0.88489]], "nbo_charge": [-0.650, 0.228, -0.157, -0.615, -0.125, -0.709, 0.239, 0.224, 0.225, 0.479, 0.184, 0.192, 0.485]}

***

[2]
{"formula": "C3H5NO", "method": "ωB97M-V with the def2-TZVPD basis set", "charge": 0, "homo_energy_ev": [-7.978, -8.357], "e_tot_ev": -6724.92428, "e_lumo_ev": [-0.53, 0.24], "species": ["C", "C", "C", "N", "O", "H", "H", "H", "H", "H"], "positions_angstrom": [[1.17706, 0.17566, -0.02282], [-2.14687, 0.20338, 0.01755], [0.21427, -0.76801, 0.09633], [2.47118, -0.02094, 0.06316], [-1.18090, -0.69937, 0.19868], [0.95302, 1.21290, -0.30227], [-3.02657, -0.34425, 0.14807], [-2.01036, 1.15090, -0.31017], [0.57279, -1.81987, 0.04205], [2.97637, 0.90961, 0.06942]], "nbo_charge": [-0.068, -0.045, 0.108, -0.593, -0.419, 0.163, 0.169, 0.158, 0.195, 0.333]}

***

[3]
{"formula": "C3H8S", "method": "ωB97M-V with the def2-TZVPD basis set", "charge": 0, "homo_energy_ev": -8.855, "smiles": "CCCS", "e_tot_ev": -14074.57091, "e_lumo_ev": 0.80, "species": ["C", "C", "C", "S", "H", "H", "H", "H", "H", "H", "H", "H"], "positions_angstrom": [[-0.32547, -1.41847, -0.08523], [-0.28750, 0.09835, 0.39970], [0.84617, 0.73066, -0.35686], [1.06619, 2.74741, 0.31877], [-0.19510, -1.48045, -1.22179], [0.43499, -2.03148, 0.34158], [-1.25864, -1.77516, 0.32697], [0.06507, 0.08428, 1.49084], [-1.36570, 0.48582, 0.30263], [1.87987, 0.55164, 0.14125], [0.76951, 0.86697, -1.42885], [1.99070, 3.02185, -0.60512]], "nbo_charge": [-0.604, -0.456, -0.360, -0.224, 0.205, 0.207, 0.215, 0.216, 0.225, 0.242, 0.215, 0.119]}

***

[4]
{"formula": "C26H18F16N8O4S3Sc", "method": "ωB97M-V with the def2-TZVPD basis set", "charge": -1, "homo_energy_ev": -5.220, "e_tot_ev": -144055.70743, "e_lumo_ev": 1.61, "species": ["Sc", "C", "N", "C", "C", "N", "C", "C", "F", "C", "F", "C", "F", "C", "F", "C", "F", "C", "C", "N", "C", "C", "F", "C", "F", "C", "F", "C", "F", "C", "F", "H", "H", "H", "H", "H", "H", "H", "H", "H", "H", "H", "N", "C", "S", "N", "N", "C", "C", "C", "C", "C", "C", "N", "H", "H", "H", "H", "H", "H", "H", "F", "C", "F", "F", "S", "O", "O", "N", "S", "O", "O", "C", "F", "F", "F"], "positions_angstrom": [[-0.64993, -0.47144, -0.55364], [-3.82307, -0.74606, -1.69866], [-3.08463, -0.46630, -0.45913], [-3.44868, 0.89433, -0.02661], [-2.66157, 1.32790, 1.18822], [-1.25166, 1.03565, 0.97013], [-0.39233, 1.75144, 1.75671], [0.86379, 2.14326, 1.24845], [1.14400, 1.81698, -0.02260], [1.83399, 2.79121, 1.97598], [3.01034, 3.09987, 1.41888], [1.58995, 3.13652, 3.29345], [2.51965, 3.77861, 4.01829], [0.36972, 2.80439, 3.83975], [0.11476, 3.11062, 5.12036], [-0.58425, 2.12599, 3.09724], [-1.70459, 1.75720, 3.75465], [-3.44350, -1.47007, 0.55879], [-2.58620, -2.70238, 0.37537], [-1.18337, -2.30417, 0.47868], [-0.40838, -3.22424, 1.15689], [-0.68182, -3.62387, 2.47940], [-1.73162, -3.07979, 3.12769], [0.11362, -4.49280, 3.19822], [-0.20152, -4.81701, 4.46026], [1.26259, -5.00498, 2.62915], [2.04525, -5.85261, 3.31344], [1.58123, -4.64114, 1.33843], [2.68423, -5.14542, 0.76921], [0.75734, -3.79112, 0.62225], [1.10992, -3.51535, -0.63579], [-4.89977, -0.61039, -1.52960], [-3.64430, -1.76302, -2.03411], [-3.48822, -0.07157, -2.48428], [-4.52766, 0.94708, 0.17627], [-3.22842, 1.55867, -0.85997], [-3.07346, 0.86102, 2.08895], [-2.82236, 2.40637, 1.31368], [-4.51903, -1.68525, 0.50665], [-3.21750, -1.07272, 1.54640], [-2.78489, -3.17412, -0.59855], [-2.87560, -3.43531, 1.12962], [0.37863, -1.27487, -4.97977], [0.34409, -1.24853, -3.62043], [-1.06355, -1.84449, -2.82002], [1.44520, -0.80316, -3.04962], [1.35255, -0.75372, -1.70379], [2.44899, -0.66437, -1.05618], [2.37527, -0.67563, 0.40119], [3.49973, -0.65789, 1.21317], [3.33088, -0.73108, 2.58628], [2.05323, -0.82497, 3.11301], [0.98353, -0.81941, 2.23466], [1.13913, -0.74424, 0.91397], [-0.51841, -1.28266, -5.43270], [1.08738, -0.68464, -5.39174], [3.40418, -0.64119, -1.57028], [4.48404, -0.59096, 0.76866], [4.19381, -0.72154, 3.24019], [1.87968, -0.89000, 4.17800], [-0.04257, -0.87777, 2.57843], [-0.77051, 4.13649, -1.35429], [-1.32653, 3.67238, -2.47172], [-1.24645, 4.59505, -3.41891], [-2.62484, 3.43436, -2.22723], [-0.49795, 2.10533, -3.00911], [-0.98487, 1.16296, -2.00709], [-0.94602, 1.90740, -4.35303], [1.00916, 2.32300, -2.78399], [2.01241, 3.02714, -3.78838], [1.57440, 4.31913, -4.23366], [2.60515, 2.12690, -4.72945], [3.32808, 3.36441, -2.54429], [3.77915, 2.23613, -1.99247], [4.34821, 3.96961, -3.15926], [2.88276, 4.16478, -1.57869]], "lowdin_charge": [0.876, -0.119, -0.261, -0.190, -0.227, -0.054, -0.212, -0.157, 0.079, -0.147, 0.115, -0.156, 0.100, -0.151, 0.104, -0.143, 0.080, -0.177, -0.229, -0.101, -0.208, -0.161, 0.088, -0.151, 0.106, -0.154, 0.103, -0.144, 0.110, -0.154, 0.102, 0.093, 0.045, 0.080, 0.130, 0.098, 0.098, 0.129, 0.128, 0.112, 0.101, 0.114, 0.081, -0.861, 0.670, 0.009, -0.089, -0.072, -0.246, 0.004, -0.041, -0.029, -0.115, 0.044, 0.077, 0.096, 0.135, 0.119, 0.111, 0.113, 0.124, 0.145, -0.662, 0.148, 0.122, 0.598, -0.397, -0.251, -0.284, 0.593, -0.276, -0.276, -0.683, 0.128, 0.130, 0.138]}

***

[5]
{"formula": "C36H101N7O15", "method": "ωB97M-V with the def2-TZVPD basis set", "charge": 0, "homo_energy_ev": -9.039, "smiles": "COC[C@H](C)N.COC[C@H](C)N.COC[C@H](C)N.COC[C@H](C)N.COC[C@H](C)N.COC[C@H](C)N.COC[C@H](C)N.OCCO.OCCO.OCCO.OCCO", "e_tot_ev": -80106.13053, "e_lumo_ev": -0.04, "species": ["C", "C", "O", "O", "H", "H", "H", "H", "H", "H", "C", "C", "O", "O", "H", "H", "H", "H", "H", "H", "C", "C", "O", "O", "H", "H", "H", "H", "H", "H", "C", "C", "O", "O", "H", "H", "H", "H", "H", "H", "C", "C", "C", "O", "C", "N", "H", "H", "H", "H", "H", "H", "H", "H", "H", "H", "H", "C", "C", "C", "O", "C", "N", "H", "H", "H", "H", "H", "H", "H", "H", "H", "H", "H", "C", "C", "C", "O", "C", "N", "H", "H", "H", "H", "H", "H", "H", "H", "H", "H", "H", "C", "C", "C", "O", "C", "N", "H", "H", "H", "H", "H", "H", "H", "H", "H", "H", "H", "C", "C", "C", "O", "C", "N", "H", "H", "H", "H", "H", "H", "H", "H", "H", "H", "H", "C", "C", "C", "O", "C", "N", "H", "H", "H", "H", "H", "H", "H", "H", "H", "H", "H", "C", "C", "C", "O", "C", "N", "H", "H", "H", "H", "H", "H", "H", "H", "H", "H", "H"], "positions_angstrom": [[-3.98453, 1.14742, -4.43352], [-3.26850, 0.87097, -5.70799], [-2.96499, 2.06250, -6.44786], [-3.11166, 1.62271, -3.38234], [-4.54131, 0.27462, -4.07606], [-4.72647, 1.95029, -4.47113], [-3.92943, 0.26689, -6.32963], [-2.32975, 0.31765, -5.61872], [-2.54785, 2.66847, -5.82485], [-3.60753, 1.95547, -2.63283], [0.55811, 1.07155, -4.28926], [1.35060, 2.36242, -4.11086], [2.53598, 2.47112, -4.89838], [1.34105, 0.02063, -3.71978], [0.36146, 0.93106, -5.35614], [-0.37285, 1.26886, -3.75827], [1.60692, 2.33518, -3.04146], [0.70805, 3.24712, -4.19601], [2.87653, 3.33046, -4.62327], [2.04880, -0.21060, -4.33303], [5.84778, -2.20690, -1.14271], [6.10337, -1.65633, 0.26085], [7.35038, -0.93845, 0.28848], [6.60511, -3.41050, -1.33970], [6.17946, -1.39680, -1.79372], [4.81053, -2.50218, -1.27192], [6.22499, -2.42858, 1.02420], [5.19476, -1.09084, 0.49369], [7.12821, -0.08798, 0.68179], [7.29834, -3.28479, -1.99023], [-6.01443, -1.76948, -2.07014], [-7.17662, -2.20197, -1.18001], [-8.21381, -1.22883, -1.07013], [-5.08240, -0.97621, -1.32579], [-6.32393, -1.22825, -2.95852], [-5.51102, -2.69097, -2.38174], [-6.90735, -2.37049, -0.12804], [-7.49785, -3.21041, -1.45620], [-7.97949, -0.63649, -0.35347], [-4.80316, -1.47738, -0.55494], [-0.52653, -5.97175, -4.13304], [-0.70044, -4.75073, -5.01808], [-0.67615, -3.45458, -4.19096], [-1.35502, -3.58319, -2.95079], [-1.30946, -2.37824, -2.21428], [0.31081, -4.70095, -6.06116], [-1.24920, -5.93978, -3.31698], [0.48964, -6.14278, -3.77715], [-0.80269, -6.89773, -4.64652], [-1.67310, -4.75790, -5.52053], [-1.12052, -2.61023, -4.73539], [0.37548, -3.17291, -4.02902], [-0.40527, -2.24977, -1.61695], [-2.09717, -2.47095, -1.46487], [-1.46839, -1.48637, -2.82660], [1.19111, -4.40708, -5.63423], [0.08763, -3.88434, -6.63428], [-0.42121, -4.92735, 3.08186], [0.43883, -5.81001, 2.17074], [1.37437, -4.98187, 1.32400], [1.95465, -5.73767, 0.27673], [2.62293, -4.99434, -0.70599], [1.12293, -6.86801, 2.96181], [0.13628, -4.19590, 3.66963], [-1.07705, -5.45705, 3.76895], [-1.02352, -4.35989, 2.36481], [-0.19563, -6.39456, 1.49576], [2.08747, -4.40053, 1.92061], [0.76928, -4.19924, 0.84078], [1.94777, -4.32153, -1.24929], [3.11777, -5.68402, -1.38779], [3.44761, -4.36303, -0.34767], [1.67315, -7.39953, 2.29129], [0.43835, -7.51812, 3.32829], [3.06034, 0.83799, 4.16008], [1.54944, 0.63283, 4.31621], [1.19951, -0.78611, 4.82180], [-0.17997, -1.02704, 4.93123], [-0.88904, -0.99962, 3.71314], [0.99283, 1.58339, 5.29162], [3.53398, 0.08049, 3.53437], [3.61499, 0.86648, 5.09532], [3.09959, 1.78681, 3.61801], [1.06369, 0.79378, 3.34545], [1.64098, -0.92764, 5.81035], [1.76718, -1.52900, 4.24450], [-0.94877, -0.03507, 3.20063], [-1.93678, -1.28148, 3.83377], [-0.55963, -1.76474, 3.00213], [1.01057, 2.48214, 4.81171], [0.00223, 1.34428, 5.32818], [-4.29958, 0.33520, 3.05991], [-4.90878, 1.60054, 3.67455], [-4.73132, 2.78177, 2.73511], [-5.20327, 3.92201, 3.43899], [-5.39048, 5.04196, 2.60720], [-6.31958, 1.30565, 3.88270], [-4.79756, 0.15339, 2.10451], [-4.38738, -0.55946, 3.67304], [-3.24257, 0.51093, 2.84042], [-4.33404, 1.85477, 4.57507], [-5.25394, 2.64970, 1.78534], [-3.64207, 2.85420, 2.62066], [-4.55126, 5.18999, 1.91243], [-5.45293, 5.92940, 3.23032], [-6.24604, 4.93315, 1.93260], [-6.41699, 0.62547, 4.63021], [-6.80565, 2.13028, 4.22767], [6.47885, 2.65211, -3.24658], [5.62787, 1.81230, -2.27218], [4.59909, 2.66797, -1.54024], [3.95944, 1.90085, -0.54932], [3.15210, 2.68785, 0.30097], [5.09013, 0.67633, -3.03133], [6.94148, 3.48378, -2.70573], [5.88218, 3.05527, -4.06412], [7.32143, 2.05429, -3.58488], [6.29409, 1.37452, -1.51955], [3.88122, 3.02754, -2.28918], [5.10771, 3.53646, -1.10590], [3.75655, 3.45113, 0.81327], [2.83864, 2.07479, 1.14660], [2.35844, 3.20470, -0.24600], [4.46315, 1.08171, -3.72518], [4.51251, 0.13998, -2.38632], [0.91384, 4.48596, 2.90990], [-0.63491, 4.50633, 2.73833], [-1.15464, 5.82518, 3.27693], [-1.00929, 5.80576, 4.68142], [-1.30142, 7.02984, 5.30860], [-0.85247, 4.42008, 1.28504], [1.01030, 4.64015, 3.99328], [1.40205, 5.28024, 2.35089], [1.44869, 3.54376, 2.76952], [-0.98206, 3.63102, 3.29669], [-2.22354, 5.91554, 3.03693], [-0.59084, 6.68261, 2.89659], [-0.75723, 7.87925, 4.87986], [-1.05203, 6.89932, 6.35697], [-2.35893, 7.29631, 5.19295], [-0.77089, 3.47051, 0.92843], [-1.86590, 4.54609, 1.16428], [2.31716, -1.02626, 1.18486], [1.71324, -1.02476, -0.19906], [0.54936, 0.00020, -0.30713], [-0.61738, -0.60530, 0.23172], [-1.74741, 0.18380, -0.05446], [2.72711, -0.76436, -1.20907], [2.76833, -2.00577, 1.36538], [1.56636, -0.90135, 1.96776], [3.08146, -0.26615, 1.35720], [1.29484, -2.02308, -0.35773], [0.42924, 0.28506, -1.35799], [0.73293, 0.90112, 0.29662], [-1.72550, 1.21036, 0.32332], [-2.59629, -0.37107, 0.35596], [-1.98854, 0.15290, -1.12481], [3.04674, 0.17338, -0.94705], [2.20486, -0.67375, -2.08974]], "lowdin_charge": [-0.222, -0.234, -0.067, -0.093, 0.106, 0.128, 0.124, 0.110, 0.077, 0.078, -0.213, -0.252, -0.061, -0.095, 0.126, 0.106, 0.107, 0.122, 0.082, 0.101, -0.234, -0.233, -0.071, -0.074, 0.103, 0.084, 0.119, 0.092, 0.073, 0.077, -0.224, -0.242, -0.061, -0.095, 0.116, 0.114, 0.120, 0.117, 0.082, 0.068, -0.057, -0.444, -0.212, -0.180, -0.095, 0.029, 0.073, 0.079, 0.076, 0.139, 0.117, 0.120, 0.068, 0.089, 0.086, 0.070, 0.071, -0.060, -0.429, -0.214, -0.171, -0.107, 0.029, 0.072, 0.075, 0.071, 0.135, 0.129, 0.117, 0.080, 0.092, 0.080, 0.064, 0.063, -0.049, -0.453, -0.207, -0.159, -0.116, 0.063, 0.063, 0.085, 0.060, 0.104, 0.133, 0.117, 0.072, 0.077, 0.078, 0.042, 0.071, -0.069, -0.444, -0.209, -0.185, -0.118, 0.042, 0.073, 0.078, 0.048, 0.143, 0.133, 0.116, 0.072, 0.089, 0.089, 0.076, 0.073, -0.054, -0.422, -0.206, -0.213, -0.106, 0.065, 0.075, 0.073, 0.079, 0.132, 0.117, 0.129, 0.094, 0.061, 0.095, 0.057, 0.032, -0.061, -0.417, -0.206, -0.194, -0.107, 0.039, 0.073, 0.082, 0.046, 0.130, 0.120, 0.133, 0.088, 0.091, 0.086, 0.051, 0.058, -0.048, -0.407, -0.176, -0.199, -0.113, 0.073, 0.077, 0.055, 0.059, 0.107, 0.109, 0.117, 0.081, 0.079, 0.072, 0.045, 0.049]}

***

What did the first record say?
{"formula": "C3H7NO2", "method": "ωB97M-V with the def2-TZVPD basis set", "charge": 0, "homo_energy_ev": -9.853, "smiles": "C/C(CO)=N/O", "e_tot_ev": -8807.57499, "e_lumo_ev": 0.85, "species": ["C", "C", "N", "O", "C", "O", "H", "H", "H", "H", "H", "H", "H"], "positions_angstrom": [[-0.83672, 1.54387, 0.35911], [-0.31488, 0.15679, 0.15556], [-1.21862, -0.73331, 0.04285], [-0.66754, -2.01790, -0.20367], [1.18364, -0.09870, 0.14948], [1.67120, -0.86828, -0.92042], [-1.92362, 1.53394, 0.24848], [-0.57498, 1.90614, 1.35747], [-0.40495, 2.22502, -0.38254], [-1.14858, -2.22018, -1.01620], [1.41237, -0.55606, 1.12558], [1.70943, 0.85923, 0.10512], [1.17408, -1.69865, -0.88489]], "nbo_charge": [-0.650, 0.228, -0.157, -0.615, -0.125, -0.709, 0.239, 0.224, 0.225, 0.479, 0.184, 0.192, 0.485]}